Density functional theory data (ωB97M-V/def2-TZVPD) for one molecule with the formula C17H18N4O3S at a distorted geometry.

Its total charge is 0. The value obtained for the highest occupied orbital energy is -9.12 eV. As for the HOMO-LUMO gap: 0.3195 Ha.

Element x y z (Å)
C (-0.291, 3.741, 3.882)
C (0.722, 2.680, 3.469)
C (2.076, 3.302, 3.135)
C (3.126, 2.251, 2.752)
C (4.483, 2.905, 2.481)
C (2.688, 1.492, 1.554)
N (2.566, 0.220, 1.492)
N (2.173, -0.249, 0.316)
C (1.968, 0.669, -0.566)
N (1.562, 0.497, -1.859)
C (0.886, -0.546, -2.448)
O (0.479, -0.426, -3.577)
C (0.658, -1.795, -1.610)
N (-0.747, -1.859, -1.268)
C (-1.439, -0.814, -0.677)
O (-0.954, 0.245, -0.363)
C (-2.835, -1.292, -0.546)
C (-3.952, -0.675, -0.022)
C (-5.151, -1.381, -0.048)
C (-5.220, -2.659, -0.581)
C (-4.092, -3.281, -1.109)
C (-2.905, -2.581, -1.084)
C (-1.553, -2.956, -1.562)
O (-1.169, -3.968, -2.085)
S (2.291, 2.291, 0.034)
H (-1.246, 3.282, 4.123)
H (-0.446, 4.455, 3.076)
H (0.060, 4.284, 4.758)
H (0.341, 2.137, 2.600)
H (0.847, 1.957, 4.278)
H (1.960, 4.007, 2.308)
H (2.441, 3.859, 4.000)
H (3.229, 1.525, 3.564)
H (4.401, 3.622, 1.667)
H (4.829, 3.426, 3.370)
H (5.221, 2.153, 2.210)
H (1.591, 1.330, -2.437)
H (0.873, -2.680, -2.215)
H (1.272, -1.778, -0.706)
H (-3.892, 0.320, 0.389)
H (-6.044, -0.924, 0.353)
H (-6.165, -3.181, -0.587)
H (-4.138, -4.275, -1.525)

=====

Density functional theory data (ωB97M-V/def2-TZVPD) for a 2-piece molecular cluster, C4H7N2 overall at a distorted geometry.

Its total charge is +1. The value obtained for the highest occupied orbital energy is -14.53 eV. As for the HOMO-LUMO gap: 0.2857 Ha.

Element x y z (Å)
C (1.119, -0.163, 1.661)
C (1.814, -0.547, 0.260)
C (-2.461, 0.394, -1.538)
C (0.999, 0.628, 0.490)
N (-1.865, -0.770, -0.838)
N (-1.225, 0.280, -0.783)
H (0.435, -0.939, 1.701)
H (1.611, 0.071, 2.584)
H (2.858, -0.426, -0.062)
H (1.606, -1.516, -0.225)
H (-2.112, 0.642, -2.537)
H (-3.411, 0.710, -1.050)
H (0.632, 1.638, 0.338)

=====

Density functional theory data (ωB97M-V/def2-TZVPD) for a 2-piece molecular cluster, H2 overall.

Its total charge is -1. As for the multiplicity: 2. The value obtained for the highest occupied orbital energy (alpha / beta) is -0.33 / -1.44 eV. As for the HOMO-LUMO gap (alpha / beta): 0.3960 / 0.2987 Ha.

Element x y z (Å)
H (0.418, 0.832, 0.002)
H (-0.418, -0.832, -0.002)

=====

Density functional theory data (ωB97M-V/def2-TZVPD) for a 6-piece molecular cluster, C37H31NO22 overall at a distorted geometry.

Its total charge is 0. The value obtained for the highest occupied orbital energy is -8.88 eV. As for the HOMO-LUMO gap: 0.2647 Ha.

Element x y z (Å)
C (4.279, 2.007, -1.810)
C (5.633, 1.981, -1.167)
C (6.231, 3.212, -0.486)
N (6.311, 0.903, -1.224)
C (7.701, 1.074, -1.664)
C (7.951, 1.883, -2.966)
C (8.347, 0.803, -3.993)
C (8.998, -0.179, -3.004)
O (10.016, -0.700, -3.074)
O (8.100, -0.272, -1.975)
H (4.040, 1.032, -2.231)
H (3.485, 2.294, -1.111)
H (4.339, 2.694, -2.660)
H (5.476, 3.906, -0.117)
H (6.897, 3.757, -1.162)
H (6.831, 2.859, 0.351)
H (8.382, 1.479, -0.902)
H (7.255, 2.666, -3.254)
H (8.899, 2.394, -2.755)
H (9.065, 1.217, -4.696)
H (7.497, 0.381, -4.525)
O (0.429, -0.402, -4.312)
C (0.928, -1.294, -3.647)
C (0.182, -2.444, -3.166)
C (0.784, -3.378, -2.423)
O (0.136, -4.446, -1.962)
C (2.235, -3.275, -2.058)
O (2.728, -4.141, -1.363)
C (2.991, -2.129, -2.561)
C (2.381, -1.202, -3.305)
O (3.028, -0.135, -3.788)
H (-0.864, -2.504, -3.432)
H (0.796, -4.963, -1.458)
H (4.041, -2.070, -2.305)
H (2.361, 0.374, -4.289)
O (-1.389, 3.752, 1.364)
C (-1.301, 2.631, 0.896)
C (-2.176, 1.533, 1.283)
C (-2.014, 0.320, 0.741)
O (-2.792, -0.714, 1.064)
C (-0.941, 0.047, -0.268)
O (-0.826, -1.079, -0.716)
C (-0.080, 1.153, -0.674)
C (-0.244, 2.365, -0.134)
O (0.519, 3.405, -0.475)
H (-2.940, 1.741, 2.010)
H (-2.466, -1.469, 0.536)
H (0.680, 0.948, -1.415)
H (0.195, 4.157, 0.060)
O (-8.822, 5.217, -0.318)
C (-7.919, 4.615, 0.231)
C (-7.112, 5.186, 1.301)
C (-6.120, 4.478, 1.854)
O (-5.370, 4.981, 2.837)
C (-5.804, 3.081, 1.393)
O (-4.881, 2.478, 1.910)
C (-6.626, 2.503, 0.339)
C (-7.619, 3.214, -0.209)
O (-8.396, 2.725, -1.172)
H (-7.350, 6.191, 1.620)
H (-4.719, 4.289, 3.073)
H (-6.400, 1.493, 0.028)
H (-9.029, 3.436, -1.392)
O (1.274, -7.264, -1.878)
C (0.620, -8.252, -2.161)
C (0.549, -8.798, -3.509)
C (-0.203, -9.877, -3.759)
O (-0.296, -10.412, -4.974)
C (-0.992, -10.554, -2.679)
O (-1.671, -11.520, -2.971)
C (-0.902, -10.021, -1.325)
C (-0.148, -8.944, -1.075)
O (-0.035, -8.425, 0.147)
H (1.120, -8.300, -4.280)
H (-0.899, -11.176, -4.884)
H (-1.462, -10.527, -0.551)
H (0.564, -7.658, 0.058)
O (-2.377, 6.084, 8.013)
C (-3.025, 5.117, 7.663)
C (-3.047, 4.625, 6.289)
C (-3.794, 3.565, 5.968)
O (-3.844, 3.078, 4.724)
C (-4.629, 2.850, 6.986)
O (-5.302, 1.903, 6.626)
C (-4.590, 3.326, 8.363)
C (-3.839, 4.386, 8.688)
O (-3.771, 4.855, 9.932)
H (-2.442, 5.149, 5.561)
H (-4.456, 2.315, 4.765)
H (-5.183, 2.793, 9.093)
H (-3.166, 5.621, 9.897)

=====

Density functional theory data (ωB97M-V/def2-TZVPD) for C36H49N5P2PdSSi2 as an isolated structure.

Its total charge is +2. The value obtained for the highest occupied orbital energy (alpha / beta) is -13.38 / -13.38 eV. As for the HOMO-LUMO gap (alpha / beta): 0.2239 / 0.2239 Ha.

Element x y z (Å)
Pd (-1.029, 0.385, -0.751)
C (-1.837, 4.042, 1.340)
Si (-0.431, 3.776, 0.111)
C (1.043, 4.817, 0.558)
C (-1.012, 4.154, -1.637)
N (-0.010, 2.085, 0.204)
P (1.401, 1.360, 0.068)
C (0.698, -0.214, -0.462)
P (0.740, -1.975, -0.081)
N (-0.750, -2.009, 0.382)
Si (-1.816, -3.272, 0.969)
C (-2.212, -4.427, -0.440)
C (-1.013, -4.254, 2.341)
C (-3.369, -2.478, 1.641)
C (1.940, -2.342, 1.199)
C (1.569, -2.137, 2.529)
C (2.442, -2.476, 3.548)
C (3.688, -3.012, 3.242)
C (4.068, -3.199, 1.921)
C (3.195, -2.868, 0.895)
C (1.293, -2.815, -1.554)
C (1.732, -2.116, -2.675)
C (2.161, -2.808, -3.797)
C (2.136, -4.196, -3.802)
C (1.699, -4.897, -2.685)
C (1.282, -4.209, -1.557)
C (2.472, 1.924, -1.248)
C (1.987, 1.842, -2.559)
C (2.737, 2.346, -3.606)
C (3.965, 2.947, -3.351)
C (4.439, 3.050, -2.051)
C (3.698, 2.539, -0.997)
C (2.326, 1.201, 1.580)
C (1.745, 1.672, 2.756)
C (2.451, 1.597, 3.948)
C (3.726, 1.053, 3.962)
C (4.299, 0.562, 2.793)
C (3.602, 0.629, 1.602)
H (-2.606, 4.719, 0.959)
H (-1.454, 4.488, 2.260)
H (-2.306, 3.099, 1.641)
H (0.760, 5.872, 0.598)
H (1.838, 4.720, -0.185)
H (1.451, 4.550, 1.535)
H (-1.906, 4.781, -1.667)
H (-1.207, 3.234, -2.194)
H (-0.234, 4.689, -2.187)
H (-1.359, -5.073, -0.659)
H (-2.481, -3.894, -1.352)
H (-3.049, -5.077, -0.174)
H (-0.035, -4.648, 2.055)
H (-1.650, -5.111, 2.575)
H (-0.887, -3.681, 3.261)
H (-4.056, -2.209, 0.836)
H (-3.127, -1.596, 2.239)
H (-3.889, -3.184, 2.291)
H (0.588, -1.739, 2.756)
H (2.149, -2.336, 4.580)
H (4.364, -3.291, 4.040)
H (5.035, -3.625, 1.688)
H (3.480, -3.049, -0.134)
H (1.742, -1.030, -2.678)
H (2.507, -2.268, -4.667)
H (2.462, -4.736, -4.681)
H (1.688, -5.978, -2.692)
H (0.963, -4.758, -0.678)
H (1.019, 1.395, -2.758)
H (2.366, 2.277, -4.620)
H (4.550, 3.343, -4.170)
H (5.387, 3.532, -1.856)
H (4.069, 2.639, 0.014)
H (0.752, 2.101, 2.729)
H (2.010, 1.972, 4.862)
H (4.280, 1.006, 4.891)
H (5.290, 0.131, 2.813)
H (4.050, 0.242, 0.695)
N (-5.931, 1.449, -0.628)
C (-5.151, 2.388, -1.508)
C (-3.799, 1.761, -1.792)
N (-3.045, 1.427, -0.567)
C (-3.853, 0.666, 0.404)
C (-5.218, 1.266, 0.684)
H (-6.019, 0.539, -1.095)
H (-6.877, 1.802, -0.475)
H (-5.083, 3.333, -0.969)
H (-5.711, 2.539, -2.429)
H (-3.208, 2.439, -2.402)
H (-3.951, 0.851, -2.365)
H (-2.739, 2.296, -0.133)
H (-3.301, 0.583, 1.340)
H (-3.977, -0.341, 0.007)
H (-5.166, 2.250, 1.149)
H (-5.814, 0.602, 1.308)
S (-1.582, -0.738, -2.768)
C (-3.067, -1.304, -2.232)
N (-4.114, -1.594, -1.828)

=====

Density functional theory data (ωB97M-V/def2-TZVPD) for C29H25N10OsS2 as an isolated structure.

Its total charge is +3. As for the multiplicity: 5. The value obtained for the highest occupied orbital energy (alpha / beta) is -15.22 / -16.04 eV. As for the HOMO-LUMO gap (alpha / beta): 0.2313 / 0.1951 Ha.

Element x y z (Å)
Os (0.355, -0.415, 0.564)
N (4.159, 2.006, 0.446)
C (3.962, 3.323, 0.839)
C (5.006, 4.238, 0.798)
C (4.773, 5.533, 1.213)
C (3.505, 5.931, 1.672)
C (2.464, 5.036, 1.714)
C (2.687, 3.716, 1.293)
S (1.371, 2.621, 1.348)
N (1.970, 1.174, 0.777)
C (3.236, 1.039, 0.436)
C (2.729, -1.290, -0.546)
C (3.912, -2.015, -1.215)
C (4.355, -3.154, -0.360)
C (3.639, -3.583, 0.686)
C (2.369, -2.959, 1.056)
N (1.923, -1.906, 0.484)
H (5.094, 1.724, 0.150)
H (5.985, 3.934, 0.448)
H (5.579, 6.253, 1.187)
H (3.349, 6.952, 1.993)
H (1.485, 5.338, 2.064)
H (3.785, -2.330, -2.252)
H (5.259, -3.678, -0.649)
H (3.957, -4.439, 1.264)
H (1.772, -3.395, 1.851)
S (-1.346, 1.108, 0.494)
C (-2.646, -0.065, 0.645)
N (-3.867, 0.349, 0.736)
N (-4.830, -0.576, 0.823)
C (-6.107, -0.247, 1.109)
C (-6.482, 1.089, 1.409)
C (-7.792, 1.350, 1.699)
C (-8.741, 0.313, 1.701)
C (-8.371, -1.008, 1.404)
C (-7.068, -1.296, 1.109)
N (-2.373, -1.429, 0.598)
N (-1.151, -1.725, 0.488)
C (-0.927, -3.151, 0.413)
C (-1.368, -3.961, 1.449)
C (-1.129, -5.326, 1.373)
C (-0.492, -5.861, 0.261)
C (-0.081, -5.035, -0.780)
C (-0.282, -3.666, -0.702)
H (-4.611, -1.540, 0.575)
H (-5.735, 1.868, 1.392)
H (-8.104, 2.360, 1.926)
H (-9.774, 0.538, 1.932)
H (-9.116, -1.791, 1.407)
H (-6.760, -2.307, 0.873)
H (-1.873, -3.528, 2.303)
H (-1.452, -5.972, 2.177)
H (-0.327, -6.928, 0.198)
H (0.386, -5.461, -1.658)
H (0.022, -3.007, -1.506)
N (6.073, -0.493, -0.669)
C (4.715, -0.636, -1.073)
C (3.718, -0.313, 0.070)
N (1.759, -0.641, -1.405)
C (2.091, 0.055, -2.414)
C (3.475, 0.370, -2.873)
N (4.572, 0.125, -2.291)
H (6.379, -1.153, 0.035)
H (6.708, -0.497, -1.459)
H (4.131, -0.775, 0.973)
H (1.286, 0.514, -2.982)
H (3.528, 0.920, -3.810)

=====

What ΔE to the lowest compared entry with this formula, charge and spin values result from the calculations? In sequence: 64.8; 764.2; 77.2; 0.0; 0.0; 206.5 kJ/mol.